{"formula": "C38H32N7O4PS2Zr", "method": "ωB97M-V with the def2-TZVPD basis set", "charge": 2, "elements": ["Zr", "N", "C", "N", "C", "N", "N", "C", "C", "C", "C", "C", "C", "N", "C", "C", "C", "C", "C", "C", "H", "H", "H", "H", "H", "H", "H", "H", "H", "H", "H", "O", "C", "C", "C", "C", "C", "C", "C", "O", "N", "N", "C", "S", "C", "C", "S", "H", "H", "H", "H", "H", "H", "H", "H", "H", "O", "C", "O", "C", "P", "C", "C", "C", "C", "C", "C", "C", "C", "C", "C", "C", "C", "H", "H", "H", "H", "H", "H", "H", "H", "H", "H", "H", "H"], "xyz": [[0.162679, 0.104870, -0.088694], [2.483756, 0.761147, 3.761180], [1.550691, 0.867287, 2.819908], [1.358856, -0.004125, 1.865423], [2.112151, -1.187493, 1.877978], [1.860170, -2.155654, 1.077666], [0.852060, -1.941043, 0.105751], [0.120699, -3.219453, -0.144856], [-1.239943, -2.835167, -0.660909], [-2.196087, -3.775986, -1.012696], [-3.418288, -3.335363, -1.498450], [-3.636786, -1.970979, -1.630598], [-2.618924, -1.095441, -1.280374], [-1.438316, -1.511664, -0.810431], [3.194693, -1.323624, 2.834573], [4.067400, -2.412027, 2.809388], [5.082762, -2.492321, 3.738779], [5.232487, -1.501415, 4.706132], [4.386215, -0.409710, 4.737737], [3.367628, -0.314586, 3.795429], [2.555531, 1.466862, 4.485480], [0.907670, 1.745910, 2.858702], [0.087931, -3.881320, 0.724300], [-1.992248, -4.828348, -0.892115], [-4.180101, -4.045267, -1.780552], [-4.581949, -1.591109, -1.987577], [-2.737222, -0.017616, -1.390502], [3.907484, -3.173675, 2.063169], [5.764373, -3.326917, 3.713670], [6.013709, -1.592954, 5.443975], [4.511296, 0.355803, 5.487423], [-3.987319, 0.100820, 1.580608], [-4.044927, 1.440653, 1.738605], [-5.279210, 2.033420, 2.007610], [-5.380889, 3.399576, 2.166709], [-4.253321, 4.210747, 2.066165], [-3.035168, 3.644060, 1.790603], [-2.904803, 2.255421, 1.615207], [-1.601528, 1.728738, 1.225901], [-1.363967, 0.429458, 1.095291], [-0.689494, 2.624191, 0.996938], [0.527045, 2.247972, 0.459581], [1.282590, 3.305623, 0.358245], [2.825831, 3.324567, -0.431094], [3.296901, 4.988923, 0.200545], [2.041240, 5.818416, 0.314369], [0.726418, 4.799593, 1.071142], [-3.055066, -0.157070, 1.465267], [-6.142872, 1.392327, 2.083494], [-6.340323, 3.846713, 2.370850], [-4.331534, 5.278763, 2.192867], [-2.152493, 4.253815, 1.696317], [4.007874, 5.409989, -0.509727], [3.784826, 4.842276, 1.165735], [1.676232, 6.141001, -0.660211], [2.193035, 6.688832, 0.949047], [0.281238, -0.308659, -3.609476], [0.780699, 0.441626, -2.800111], [0.111461, 0.953335, -1.808823], [2.285769, 0.721459, -2.768958], [2.834209, 0.193264, -1.067471], [4.594630, 0.638420, -0.931115], [5.486448, 0.690273, -1.995848], [6.770432, 1.164856, -1.782231], [7.175565, 1.567559, -0.519972], [6.301494, 1.475123, 0.552778], [5.015624, 1.017367, 0.343158], [2.852000, -1.620233, -1.309539], [3.831969, -2.516826, -1.113728], [3.526276, -3.928190, -0.966485], [2.287091, -4.430400, -0.990996], [1.094204, -3.585511, -1.299880], [1.438532, -2.094174, -1.291719], [2.463026, 1.795168, -2.862415], [2.794678, 0.177342, -3.570263], [5.192645, 0.359568, -2.979884], [7.454354, 1.237601, -2.612820], [8.168921, 1.962227, -0.373751], [6.609811, 1.781964, 1.540271], [4.309585, 0.963250, 1.164683], [4.865089, -2.213563, -1.055358], [4.360660, -4.588809, -0.790835], [2.117152, -5.487407, -0.852374], [0.590870, -3.961329, -2.195724], [0.806410, -1.568449, -2.011742]], "atomic_forces_ev_per_a": [[-0.065, -0.832, 0.979], [-0.283, 0.244, 0.045], [-0.056, 0.357, 0.186], [0.507, -0.528, 0.251], [-0.534, -0.099, -0.173], [0.460, -0.636, 0.411], [0.502, 0.076, 1.034], [-0.455, -0.442, -0.113], [-0.044, -0.089, -0.008], [0.087, 0.304, 0.112], [0.208, 0.194, -0.013], [0.209, 0.127, 0.136], [-0.375, 0.104, -0.293], [-0.080, -0.214, 0.033], [0.205, 0.315, 0.421], [-0.033, 0.189, 0.149], [-0.047, -0.066, -0.125], [-0.106, 0.042, -0.061], [-0.104, 0.049, -0.062], [0.291, -0.833, -0.330], [-0.140, -0.055, -0.184], [0.160, -0.103, -0.007], [0.038, 0.180, -0.055], [0.045, -0.105, 0.024], [-0.092, -0.051, 0.016], [0.022, 0.066, -0.043], [-0.064, -0.234, 0.011], [0.060, -0.101, -0.074], [0.061, -0.105, 0.054], [0.091, 0.051, 0.061], [-0.001, 0.121, 0.112], [0.077, -0.262, -0.027], [0.327, 0.418, -0.012], [0.044, -0.199, -0.024], [0.085, -0.191, -0.033], [0.129, 0.061, 0.004], [-0.148, -0.096, 0.044], [-0.409, -0.281, 0.116], [0.396, 1.712, 0.400], [-1.116, 0.245, 0.494], [-0.865, 0.253, 0.368], [0.213, 0.538, 0.303], [-0.167, -0.083, 0.155], [-0.200, 0.503, 0.194], [0.101, -0.370, -0.028], [-0.276, -0.232, 0.009], [0.307, 0.106, -0.291], [-0.394, 0.008, 0.071], [-0.111, -0.061, 0.027], [-0.148, -0.008, 0.029], [-0.043, 0.082, 0.028], [0.000, 0.096, -0.023], [-0.013, -0.032, 0.027], [-0.033, 0.069, -0.082], [0.086, 0.038, 0.015], [0.016, 0.021, 0.018], [0.182, 0.511, 0.138], [0.847, -0.893, -2.507], [-0.663, 1.082, -0.714], [-0.221, 0.026, 0.181], [1.284, -0.938, -1.533], [-0.384, 0.148, 0.581], [-0.229, -0.086, 0.034], [0.077, 0.022, -0.080], [-0.037, 0.031, 0.018], [0.013, -0.008, 0.035], [-0.065, -0.141, -0.007], [0.156, 0.054, 0.166], [-0.515, 0.677, -0.448], [-0.226, -0.622, 0.053], [0.255, 0.156, 0.091], [0.003, 0.004, -0.143], [0.851, -0.369, -0.546], [-0.028, -0.007, 0.006], [-0.168, 0.139, 0.188], [-0.060, 0.049, -0.161], [0.085, -0.043, -0.092], [0.113, -0.006, 0.009], [0.079, 0.005, 0.097], [0.044, 0.074, 0.070], [0.163, 0.159, 0.093], [0.075, -0.147, -0.025], [0.038, -0.140, 0.028], [0.050, 0.120, 0.049], [-0.046, -0.118, 0.144]]}

=====

{"formula": "C38H32N9O4PtS2", "method": "ωB97M-V with the def2-TZVPD basis set", "de_lowest_ev": 1.105, "charge": -1, "elements": ["Pt", "N", "C", "N", "C", "C", "S", "C", "C", "S", "C", "N", "N", "H", "H", "H", "H", "H", "H", "C", "N", "C", "C", "C", "O", "N", "C", "O", "H", "H", "H", "H", "H", "O", "C", "N", "C", "C", "O", "N", "C", "C", "C", "C", "C", "C", "C", "C", "C", "C", "C", "C", "H", "H", "H", "H", "H", "H", "H", "H", "H", "H", "H", "C", "C", "C", "C", "C", "C", "N", "C", "C", "C", "C", "C", "C", "H", "H", "H", "H", "H", "H", "H", "H", "H", "H"], "xyz": [[1.619934, 1.051307, -0.628965], [4.527194, -0.906830, -0.559338], [4.655831, 0.425425, -0.459541], [3.675871, 1.269135, -0.671491], [4.106090, 2.582477, -0.553091], [5.415036, 2.753587, -0.302501], [6.175713, 1.208364, -0.130749], [3.070368, 3.586408, -0.703795], [3.121806, 4.907907, -0.446825], [1.582345, 5.624887, -0.774678], [0.970233, 4.077986, -1.252698], [1.844509, 3.113762, -1.146628], [-0.254355, 3.921109, -1.826695], [3.536775, -1.209462, -0.580176], [5.243592, -1.497996, -0.183648], [5.958453, 3.674089, -0.174226], [3.935738, 5.478869, -0.032059], [-0.970840, 4.533776, -1.470513], [-0.546918, 2.948109, -1.819751], [-0.598213, 0.080031, 4.859823], [0.469949, 0.771706, 4.169583], [1.493882, 1.374913, 4.835008], [2.484939, 1.984920, 4.169413], [2.469946, 1.967605, 2.703552], [3.400568, 2.510906, 2.075755], [1.448018, 1.334540, 2.070829], [0.438023, 0.769441, 2.754471], [-0.545093, 0.217503, 2.243330], [-0.462896, 0.204231, 5.934238], [-0.594125, -0.981239, 4.606609], [-1.566031, 0.487384, 4.566681], [1.442747, 1.335089, 5.917000], [3.298377, 2.480274, 4.678935], [-0.788372, 2.815137, 0.807565], [-1.175499, 1.835316, 0.204819], [-2.489829, 1.431321, 0.153985], [-2.674206, 0.242403, -0.641049], [-1.217126, 0.029613, -1.145284], [-0.926606, -0.867459, -1.908560], [-0.425207, 1.019920, -0.658641], [-3.614448, 0.551844, -1.809311], [-3.138226, 0.934934, -3.058866], [-4.021286, 1.302554, -4.066676], [-5.389634, 1.290782, -3.840859], [-5.873216, 0.903866, -2.597915], [-4.991011, 0.533607, -1.593979], [-3.113171, -0.997525, 0.125533], [-3.160000, -1.022305, 1.513025], [-3.540431, -2.180602, 2.180522], [-3.862281, -3.325847, 1.469989], [-3.796535, -3.311904, 0.081674], [-3.427246, -2.155332, -0.586753], [-3.140716, 1.777655, 0.833744], [-2.072774, 0.927886, -3.258347], [-3.633126, 1.591958, -5.036380], [-6.076136, 1.573713, -4.630003], [-6.940712, 0.883793, -2.411296], [-5.373202, 0.214937, -0.629922], [-2.842349, -0.156876, 2.076502], [-3.559909, -2.188772, 3.264173], [-4.148944, -4.231077, 1.992909], [-4.028940, -4.207079, -0.483346], [-3.362411, -2.147222, -1.668006], [1.997558, -3.078417, -4.358004], [1.925290, -3.778338, -3.163369], [1.824271, -3.117802, -1.947065], [1.773069, -1.713215, -1.883463], [1.872050, -1.017853, -3.103295], [1.977730, -1.689034, -4.307372], [1.803648, -1.026308, -0.662545], [1.338808, -1.694639, 0.501692], [0.185870, -2.484773, 0.514937], [-0.238227, -3.098349, 1.682598], [0.471794, -2.941002, 2.865456], [1.615040, -2.153488, 2.866752], [2.045673, -1.542296, 1.699117], [2.068910, -3.600876, -5.304701], [1.951371, -4.862931, -3.168077], [1.781950, -3.698078, -1.035420], [1.838468, 0.060806, -3.069054], [2.037120, -1.113121, -5.225097], [-0.392096, -2.589478, -0.395727], [-1.149047, -3.685827, 1.667787], [0.133414, -3.421247, 3.777185], [2.174448, -2.001621, 3.784182], [2.918954, -0.901571, 1.716352]], "atomic_forces_ev_per_a": [[0.423, -0.237, -1.586], [0.203, 0.334, 0.025], [0.265, -0.284, -0.101], [-0.096, 0.131, 0.403], [0.160, 0.048, -0.030], [-0.006, -0.050, -0.103], [-0.134, -0.017, -0.074], [0.026, 0.258, 0.037], [-0.002, -0.030, -0.038], [0.021, -0.074, -0.128], [-0.068, 0.059, -0.266], [-0.218, -0.039, 0.871], [0.037, -0.022, 0.092], [-0.122, -0.058, 0.054], [0.040, -0.024, 0.047], [-0.035, -0.056, 0.044], [-0.058, -0.046, -0.008], [-0.035, -0.014, 0.053], [0.046, 0.009, -0.066], [0.018, 0.054, -0.020], [0.019, -0.021, -0.004], [-0.025, 0.020, -0.052], [-0.014, -0.008, 0.025], [0.116, -0.003, -0.072], [-0.187, -0.114, 0.066], [0.033, 0.137, 0.394], [-0.125, 0.010, -0.057], [0.138, 0.155, 0.041], [0.025, 0.001, 0.013], [-0.012, 0.004, -0.015], [-0.005, 0.004, 0.009], [0.007, -0.005, 0.005], [-0.018, -0.023, 0.007], [-0.039, -0.033, -0.175], [-0.026, 0.003, 0.087], [0.056, -0.112, -0.099], [0.056, 0.024, 0.010], [-0.110, 0.088, -0.201], [-0.103, 0.123, 0.034], [-0.005, -0.015, 0.350], [-0.012, -0.037, 0.021], [0.022, 0.012, 0.009], [0.004, 0.000, -0.011], [0.003, 0.003, -0.002], [0.001, -0.005, 0.013], [0.011, 0.007, -0.003], [-0.004, -0.004, 0.029], [-0.023, 0.011, -0.024], [-0.051, 0.023, -0.011], [-0.049, 0.018, 0.021], [0.003, 0.004, -0.030], [0.017, 0.013, 0.019], [-0.040, -0.016, 0.050], [-0.045, -0.016, 0.007], [-0.010, -0.008, 0.029], [0.014, -0.005, 0.015], [0.023, 0.000, -0.003], [0.012, 0.008, -0.027], [0.042, -0.005, 0.003], [0.008, 0.003, -0.019], [0.005, 0.014, -0.010], [0.007, 0.019, 0.010], [0.002, -0.001, 0.024], [0.004, -0.036, -0.029], [-0.003, 0.016, 0.029], [0.013, 0.069, -0.031], [0.195, 0.048, -0.016], [-0.030, -0.201, 0.152], [0.000, 0.052, 0.037], [-0.554, -0.020, 0.250], [0.004, -0.095, 0.083], [-0.029, 0.038, 0.003], [0.017, -0.041, -0.024], [0.025, -0.026, -0.007], [0.025, -0.047, -0.032], [0.058, -0.078, -0.119], [0.001, 0.017, 0.023], [0.000, 0.012, 0.000], [-0.005, 0.008, -0.002], [-0.008, 0.101, -0.028], [-0.003, -0.012, 0.020], [0.062, -0.027, 0.055], [0.061, 0.009, -0.006], [-0.001, 0.009, -0.010], [-0.004, 0.002, -0.019], [-0.016, -0.014, -0.012]]}

=====

no.,electronic energy (a.u.),lowest unoccupied orbital energy (eV),Kohn-Sham gap (eV)
1,-3335.9479,-5.4,7.307
2,-3176.9689,2.3,6.432